ORCA calculation (ωB97M-V/def2-TZVPD) on a 9-piece molecular cluster, C48H86Cl2FIN2O11P overall.

## Properties
HOMO = -5.1 eV
HOMO-LUMO gap = 7.0 eV
calculated total energy = -4476.9174 a.u.
total charge = -1

The geometry in XYZ format:
```
152
Properties=species:S:1:pos:R:3:forces:R:3:lowdin_charge:R:1
C 2.912465 -0.221928 6.282872 -0.1808 0.3364 -0.2813 0.01
C 2.144174 -1.310636 5.564701 -0.2733 -0.2471 0.0638 -0.53
O 0.960647 -1.464126 5.825772 0.0167 -0.2239 0.1315 0.02
N 2.770398 -2.183122 4.680735 -0.1828 1.5105 0.2774 0.07
C 3.674696 -1.614253 3.654922 0.5254 -1.3283 -0.5231 -0.18
C 3.033520 -1.542890 2.254455 -0.5166 0.5018 -0.0417 -0.18
C 3.001324 -0.114783 1.644489 0.0268 -1.3127 0.5977 -0.23
C 2.315076 0.872778 2.603463 0.5322 -0.3495 -0.6018 -0.26
P 1.648749 2.464003 1.845207 0.7981 2.2276 1.8836 0.62
C 3.310039 2.976408 1.069830 0.7654 -0.4126 -0.7057 -0.24
C 4.597176 2.645558 1.546577 -0.8302 0.3373 -0.3169 -0.09
C 5.726227 3.132334 0.914004 0.9664 -0.2257 0.3176 -0.19
N 5.776090 3.910186 -0.177433 -1.1809 -0.3388 0.6544 0.04
C 4.544954 4.222426 -0.602664 0.1143 0.6082 -0.8959 -0.18
C 3.339482 3.804779 -0.061611 0.0536 -0.4613 0.7183 -0.08
O 0.044484 2.250192 2.584533 -0.2171 -0.0437 -0.6074 -0.27
C -0.920637 1.825409 1.674525 0.6524 -0.5349 -0.4728 -0.42
C -1.768241 2.930117 1.052768 -0.2115 -0.2930 0.4138 -0.61
Cl -1.100096 3.946067 -0.212839 -0.0435 -0.2256 0.3669 0.71
C -3.017930 3.180107 1.439138 0.0141 0.1147 -0.3096 -0.70
C -3.938224 4.239826 0.904079 -0.0773 -0.3624 0.4139 -0.14
Cl -3.747880 2.194449 2.706262 -0.0109 0.3013 -0.1786 0.68
C -0.108145 0.994231 0.614794 0.2122 1.1267 0.6633 -0.94
F 0.067382 -0.252330 1.211111 0.1957 -0.2765 -0.0625 -0.06
I -1.095563 0.489576 -1.238012 -0.0616 0.0934 -0.1813 1.04
O 1.039950 1.636263 0.397208 -0.4060 -0.9383 -0.5814 -0.28
H 2.165228 0.464965 6.675379 -0.0284 -0.0739 0.0410 0.09
H 3.482854 -0.614016 7.124929 0.1192 -0.1907 -0.1558 0.08
H 3.548481 0.366202 5.622767 0.1861 -0.1886 0.0630 0.06
H 2.017291 -2.716330 4.265250 0.1167 -0.2165 -0.1324 0.12
H 4.089102 -0.660084 3.960112 -0.2332 0.0948 0.1567 0.09
H 4.528282 -2.297296 3.579505 0.0518 0.1464 0.0668 0.10
H 3.534247 -2.236078 1.578424 0.1477 0.1081 0.0085 0.09
H 1.992858 -1.888861 2.303167 0.0157 0.0463 0.1848 0.10
H 4.043175 0.129958 1.437132 -0.1073 0.3246 -0.1148 0.08
H 2.482105 -0.221223 0.693688 0.0635 0.3232 -0.0082 0.10
H 1.540621 0.369093 3.185332 -0.1646 0.0766 -0.1951 0.09
H 3.058395 1.194868 3.337639 -0.0723 0.1707 0.0381 0.05
H 2.068658 3.189103 3.037024 -0.1637 -0.1714 -0.0278 0.03
H 1.153253 3.728900 1.350947 -0.0155 -0.4004 -0.3418 0.01
H 4.710886 2.009702 2.413483 0.1238 0.0397 0.0297 0.09
H 6.694519 2.860365 1.338482 -0.0360 0.0300 -0.1075 0.09
H 4.501424 4.878999 -1.472456 0.0721 -0.0861 0.0130 0.10
H 2.411528 4.126362 -0.513631 -0.0104 0.0661 0.0052 0.07
H -1.524089 1.092760 2.204760 -0.5823 0.2190 -0.2760 0.11
H -4.908500 3.783907 0.699004 -0.0321 0.1170 0.0215 0.07
H -3.560642 4.697769 -0.002212 0.1242 -0.0368 -0.0137 0.04
H -4.067268 5.008234 1.669626 -0.1154 0.0382 -0.0618 0.08
C -5.746044 -2.172444 -3.051533 0.0229 -0.1624 0.0959 -0.17
C -5.603647 -1.641901 -1.628294 -0.0757 0.1429 -0.0660 -0.16
C -4.172489 -1.119735 -1.632540 -0.1243 -0.1934 -0.0648 -0.27
O -3.907173 -0.691095 -2.975157 -0.0495 -0.0374 0.0141 -0.18
C -4.942068 -1.155882 -3.843342 0.0189 0.1655 0.0246 -0.20
H -6.778326 -2.252750 -3.391701 0.0056 0.0007 -0.0168 0.11
H -5.284376 -3.158137 -3.131979 -0.0335 0.0003 -0.0599 0.10
H -6.304478 -0.818856 -1.463485 0.0189 -0.0035 0.0263 0.11
H -5.775503 -2.393302 -0.858705 0.0211 -0.0130 -0.0044 0.11
H -3.458096 -1.908939 -1.378748 -0.0161 0.0109 0.0908 0.10
H -4.020012 -0.286993 -0.951092 0.0375 0.0426 -0.0153 0.07
H -5.561003 -0.297113 -4.128981 -0.0621 -0.0516 -0.0435 0.09
H -4.498811 -1.580913 -4.744591 0.0262 0.0137 0.0048 0.10
C -3.327322 -5.030960 -7.282234 0.0558 0.1094 -0.0711 -0.17
C -2.521277 -5.256580 -6.007725 -0.0335 -0.1424 0.0357 -0.17
C -3.174850 -4.272195 -5.049441 0.0089 0.1665 -0.0199 -0.20
O -4.547576 -4.170150 -5.449156 0.0679 -0.0707 -0.0902 -0.16
C -4.722905 -4.786294 -6.726400 -0.0424 -0.0894 0.1040 -0.20
H -3.291207 -5.866632 -7.980056 -0.0079 -0.0118 0.0142 0.11
H -2.966164 -4.138716 -7.799171 -0.0133 -0.0100 -0.0040 0.11
H -2.664098 -6.280029 -5.652303 0.0132 0.0117 0.0067 0.11
H -1.452823 -5.083722 -6.125609 -0.0052 0.0275 -0.0025 0.11
H -2.718501 -3.279653 -5.124153 0.0555 -0.0251 0.0423 0.12
H -3.125616 -4.596110 -4.009466 -0.0623 0.0268 0.0114 0.12
H -5.264390 -5.728341 -6.584080 -0.0005 -0.0126 -0.0737 0.12
H -5.324259 -4.134206 -7.361490 -0.0233 0.0334 0.0526 0.12
C -4.172916 0.644273 6.216724 0.1786 0.0246 0.0030 -0.18
C -4.567294 -0.313850 7.334652 -0.1441 -0.0617 -0.0289 -0.17
C -4.581847 0.610821 8.543213 0.1227 0.0854 0.0183 -0.21
O -4.953676 1.904108 8.061019 -0.0077 -0.0702 -0.0401 -0.15
C -4.896181 1.916915 6.629043 -0.1405 -0.0139 0.0045 -0.21
H -4.455724 0.300882 5.222873 -0.0064 -0.0007 0.0028 0.10
H -3.092877 0.804360 6.226203 -0.0108 0.0016 -0.0425 0.12
H -5.570005 -0.709814 7.152056 0.0082 -0.0045 0.0186 0.11
H -3.885700 -1.155037 7.452844 0.0290 0.0265 -0.0026 0.11
H -3.587982 0.684462 8.997958 0.0004 -0.0734 0.0115 0.12
H -5.291180 0.295263 9.310516 -0.0199 0.0635 0.0100 0.11
H -5.922175 1.932912 6.243799 0.0217 0.0084 -0.0570 0.11
H -4.387119 2.820812 6.294978 0.0017 0.0210 0.0587 0.11
C 0.744300 3.561515 -5.380661 0.1604 -0.0632 -0.1332 -0.17
C 0.376566 3.040803 -3.998841 -0.1851 0.0398 -0.0333 -0.18
C 1.413732 3.718576 -3.121982 0.1562 -0.0402 -0.0765 -0.20
O 1.722596 4.971866 -3.754409 -0.0608 -0.0821 -0.1120 -0.14
C 1.173721 4.989630 -5.073633 -0.0858 0.0615 0.1800 -0.21
H -0.070779 3.509490 -6.102470 -0.0038 0.0175 0.0084 0.11
H 1.590400 2.992963 -5.778671 -0.0077 0.0234 -0.0308 0.10
H -0.625656 3.382814 -3.728570 0.0067 -0.0614 0.0539 0.11
H 0.397468 1.955478 -3.916718 0.0001 0.0091 0.0453 0.08
H 2.336145 3.130591 -3.060841 -0.0401 -0.0526 0.0602 0.11
H 1.051258 3.894773 -2.112568 0.0187 0.0577 0.0283 0.07
H 0.314069 5.669948 -5.080525 -0.0124 -0.0090 -0.0837 0.11
H 1.921594 5.370341 -5.772166 0.0354 0.0258 0.0486 0.11
C -8.034261 2.569395 -6.503541 0.0227 -0.0296 -0.1300 -0.18
C -7.279080 1.580103 -5.622275 -0.0816 0.0144 0.1120 -0.18
C -5.923023 2.257884 -5.489697 0.1308 0.0288 -0.0791 -0.21
O -6.164839 3.666888 -5.559650 -0.1192 -0.0636 -0.0509 -0.14
C -7.503977 3.903003 -5.995845 0.0233 0.0190 0.1559 -0.21
H -9.118078 2.488633 -6.427830 0.0016 0.0068 0.0196 0.11
H -7.753603 2.426924 -7.550121 -0.0116 0.0090 0.0064 0.11
H -7.760610 1.507696 -4.643756 0.0148 -0.0144 -0.0051 0.11
H -7.211882 0.577560 -6.042704 0.0147 0.0088 -0.0153 0.11
H -5.258506 1.982869 -6.316062 0.0016 -0.0810 0.0287 0.12
H -5.421050 2.023567 -4.550818 0.0367 0.0793 -0.0027 0.11
H -8.087838 4.261881 -5.140774 -0.0645 0.0090 -0.0442 0.12
H -7.501811 4.678807 -6.762925 0.0540 0.0212 0.0184 0.11
C 8.164815 -1.864142 0.339488 0.0512 -0.1295 0.0655 -0.17
C 7.362763 -2.301272 -0.881706 0.0144 0.1243 -0.0968 -0.17
C 5.992732 -2.565108 -0.274525 -0.0977 -0.0754 0.0414 -0.20
O 5.860362 -1.666867 0.828536 0.2189 -0.0658 0.0082 -0.16
C 7.126206 -1.072049 1.120923 -0.0936 0.1628 -0.0827 -0.20
H 9.050058 -1.276788 0.098222 -0.0154 0.0218 -0.0096 0.11
H 8.481558 -2.739788 0.912506 0.0042 0.0159 0.0064 0.11
H 7.301815 -1.481833 -1.601488 -0.0374 -0.0192 -0.0053 0.11
H 7.774343 -3.172131 -1.391135 -0.0028 -0.0154 0.0213 0.11
H 5.915592 -3.591556 0.104171 0.0264 -0.0295 -0.0509 0.12
H 5.177868 -2.392388 -0.978583 -0.0189 0.0639 0.0358 0.12
H 7.097785 -0.025871 0.796941 0.0526 0.0132 0.0262 0.11
H 7.295255 -1.096043 2.198814 -0.0632 -0.0149 0.0172 0.12
C 0.971618 -4.503759 8.097430 0.0509 -0.0541 -0.1569 -0.17
C 1.908172 -5.534168 8.720772 -0.0619 -0.0295 0.1266 -0.18
C 3.248572 -4.815463 8.650304 0.0475 0.0816 -0.1406 -0.21
O 2.967399 -3.420603 8.760404 -0.0507 -0.0831 0.0220 -0.15
C 1.556874 -3.200251 8.613322 -0.0023 0.1176 0.1877 -0.20
H -0.073903 -4.635097 8.372647 0.0039 0.0062 0.0186 0.11
H 1.044943 -4.540411 7.008165 -0.0200 0.0473 0.0076 0.11
H 1.629597 -5.710624 9.763227 0.0176 -0.0104 -0.0077 0.11
H 1.915622 -6.493382 8.203735 0.0118 0.0113 -0.0186 0.11
H 3.743076 -4.992546 7.688590 0.0009 -0.0725 0.0115 0.12
H 3.930649 -5.110710 9.450072 0.0171 0.0537 0.0070 0.11
H 1.146325 -2.940279 9.596629 -0.0437 -0.0392 -0.0114 0.12
H 1.387861 -2.368087 7.934746 0.0236 0.0123 -0.0023 0.09
C 3.464783 0.377954 -5.481257 -0.1970 0.0396 0.0286 -0.17
C 4.523008 1.367228 -5.011476 0.1466 -0.0065 -0.0454 -0.17
C 4.726918 0.941603 -3.562867 -0.1749 0.0175 0.0905 -0.19
O 4.479115 -0.471197 -3.522290 0.0290 0.0172 -0.1070 -0.15
C 3.873969 -0.889882 -4.745725 0.1814 -0.0213 0.0369 -0.21
H 3.433097 0.247455 -6.563001 0.0135 -0.0072 0.0030 0.11
H 2.476155 0.704029 -5.147209 0.0024 -0.0215 0.0006 0.10
H 5.445536 1.222944 -5.580537 0.0000 0.0250 0.0134 0.11
H 4.221784 2.409965 -5.109931 -0.0097 0.0012 0.0531 0.11
H 4.013978 1.435125 -2.895478 0.0383 0.0512 0.0087 0.11
H 5.734474 1.142962 -3.198603 -0.0003 -0.0602 0.0402 0.12
H 4.616797 -1.456710 -5.320632 -0.0571 -0.0213 -0.0644 0.11
H 3.030743 -1.546655 -4.526828 0.0125 0.0033 0.0700 0.12
```
Forces are in eV/Å.